# 1
Formula: C10H19O6
Source: OMol25
Level of theory: the ωB97M-V functional and the def2-TZVPD basis

orbital gap	6.360	eV
charge	-1
E_tot	-843.8976	a.u.
lowest unoccupied orbital energy	2.3	eV
HOMO level	-4.07	eV

Element x y z (Å)
O -1.86 -2.40 3.56
C -2.15 -3.32 2.66
O -2.61 -4.39 3.03
O -1.75 -3.05 1.49
H -1.51 -1.81 2.89
C -1.37 -1.20 -5.80
C 0.02 -1.01 -6.32
O 0.24 -0.35 -7.31
C 1.14 -1.80 -5.70
H -1.42 -1.89 -4.97
H -1.90 -1.75 -6.58
H -1.91 -0.36 -5.37
H 1.08 -1.56 -4.64
H 2.12 -1.54 -6.11
H 0.99 -2.88 -5.76
C -2.09 3.46 0.01
C -2.59 4.69 0.71
O -2.31 5.85 0.27
C -3.27 4.58 2.03
H -1.53 3.77 -0.87
H -2.94 2.89 -0.37
H -1.37 3.03 0.71
H -3.54 3.54 2.19
H -4.22 5.11 2.14
H -2.67 4.99 2.84
C 3.68 -0.73 2.36
C 4.17 -0.86 3.82
O 5.21 -0.33 4.28
C 3.51 -1.94 4.63
H 4.19 -1.45 1.73
H 4.13 0.19 1.98
H 2.63 -0.81 2.06
H 2.79 -1.62 5.39
H 4.27 -2.57 5.08
H 2.84 -2.48 3.96



# 2
Formula: C3H2NOPS
Source: OMol25
Level of theory: the ωB97M-V functional and the def2-TZVPD basis

orbital gap	8.374	eV
E_tot	-984.9129	a.u.
lowest unoccupied orbital energy	-1.5	eV
HOMO level	-9.86	eV

Element x y z (Å)
C 1.96 -0.01 0.68
C -0.23 -1.24 0.53
C 0.69 -0.25 0.42
N 2.98 0.33 1.07
O -1.07 0.25 -2.12
P -1.02 0.32 0.04
S -2.04 1.67 1.03
H -0.44 -2.20 0.68
H -0.82 1.14 -2.33



What is the lowest unoccupied orbital energy in the second record? -1.5 eV



What is the formula in the second record? C3H2NOPS



Please write out number 1 again, unchanged.
Formula: C10H19O6
Source: OMol25
Level of theory: the ωB97M-V functional and the def2-TZVPD basis

orbital gap	6.360	eV
charge	-1
E_tot	-843.8976	a.u.
lowest unoccupied orbital energy	2.3	eV
HOMO level	-4.07	eV

Element x y z (Å)
O -1.86 -2.40 3.56
C -2.15 -3.32 2.66
O -2.61 -4.39 3.03
O -1.75 -3.05 1.49
H -1.51 -1.81 2.89
C -1.37 -1.20 -5.80
C 0.02 -1.01 -6.32
O 0.24 -0.35 -7.31
C 1.14 -1.80 -5.70
H -1.42 -1.89 -4.97
H -1.90 -1.75 -6.58
H -1.91 -0.36 -5.37
H 1.08 -1.56 -4.64
H 2.12 -1.54 -6.11
H 0.99 -2.88 -5.76
C -2.09 3.46 0.01
C -2.59 4.69 0.71
O -2.31 5.85 0.27
C -3.27 4.58 2.03
H -1.53 3.77 -0.87
H -2.94 2.89 -0.37
H -1.37 3.03 0.71
H -3.54 3.54 2.19
H -4.22 5.11 2.14
H -2.67 4.99 2.84
C 3.68 -0.73 2.36
C 4.17 -0.86 3.82
O 5.21 -0.33 4.28
C 3.51 -1.94 4.63
H 4.19 -1.45 1.73
H 4.13 0.19 1.98
H 2.63 -0.81 2.06
H 2.79 -1.62 5.39
H 4.27 -2.57 5.08
H 2.84 -2.48 3.96